The following is a DFT calculation (ωB97M-V/def2-TZVPD) of a cluster of 6 separate species, C52H68BF4INO6P2 in total at a distorted geometry.

Geometry (Å):
C (7.5534, -1.2696, -0.8540)
C (7.0493, -0.9345, -2.2497)
O (6.6408, 0.4191, -2.2674)
C (5.7068, 0.7395, -3.2851)
C (4.8156, 1.8883, -2.8202)
O (3.4807, 1.5481, -3.0856)
C (2.5396, 2.2382, -2.2710)
P (1.1012, 1.1449, -1.6476)
C (0.0244, 2.6015, -1.0648)
C (0.7088, 3.9054, -0.6531)
C (-0.2991, 4.7811, 0.0772)
I (0.5778, 6.6246, 0.7515)
C (2.0289, 0.9926, 0.0575)
C (1.4686, 1.3649, 1.2813)
C (2.1695, 1.2033, 2.4581)
C (3.4428, 0.6601, 2.3992)
C (3.9427, 0.3377, 1.1503)
N (3.2697, 0.4878, 0.0170)
C (0.2763, 1.2809, -3.4610)
F (0.9524, 0.6648, -4.4527)
F (-1.0102, 0.8490, -3.5467)
F (0.2024, 2.6017, -3.8921)
O (-0.1942, 0.1218, -1.0916)
C (0.0036, -1.2778, -1.0172)
C (0.1968, -1.6589, 0.4588)
C (-0.8287, -1.0269, 1.4011)
C (-1.3507, -1.8155, -1.5335)
C (-1.6772, -3.3117, -1.4157)
C (-2.5888, -3.7075, -0.2555)
F (-0.5175, -4.1112, -1.3344)
C (1.2547, -1.5282, -1.9442)
P (0.9099, -2.4165, -3.5343)
O (-0.1530, -2.0238, -4.4931)
B (2.4820, -2.4788, -1.3873)
C (2.3954, -3.8346, -0.5960)
O (3.7551, -2.0937, -1.7424)
O (1.8738, -0.2998, -2.1886)
H (6.7285, -1.5239, -0.1888)
H (8.2324, -2.1241, -0.9023)
H (8.1097, -0.4248, -0.4444)
H (7.8639, -1.0856, -2.9724)
H (6.2072, -1.5888, -2.4907)
H (6.2345, 1.0005, -4.2128)
H (5.0586, -0.1131, -3.5087)
H (5.0869, 2.8279, -3.3274)
H (4.9851, 2.0070, -1.7437)
H (2.1489, 3.0767, -2.8575)
H (3.0518, 2.6848, -1.4133)
H (-0.6861, 2.8424, -1.8566)
H (-0.6035, 2.2169, -0.2588)
H (1.0218, 4.4570, -1.5424)
H (1.5895, 3.7567, -0.0255)
H (-1.0852, 5.0968, -0.6053)
H (-0.7399, 4.2841, 0.9382)
H (0.4735, 1.7811, 1.3434)
H (1.7264, 1.4952, 3.4038)
H (4.0370, 0.4954, 3.2896)
H (4.9512, -0.0627, 1.0623)
H (1.1969, -1.3791, 0.8064)
H (0.1387, -2.7399, 0.5988)
H (-0.9299, 0.0429, 1.2346)
H (-1.8201, -1.4710, 1.2774)
H (-0.5301, -1.2019, 2.4386)
H (-1.4491, -1.5277, -2.5802)
H (-2.1360, -1.2716, -1.0072)
H (-2.1770, -3.6124, -2.3401)
H (-3.2214, -4.5459, -0.5573)
H (-3.2568, -2.8893, 0.0110)
H (-2.0065, -4.0420, 0.6035)
H (0.8369, -3.7643, -3.1409)
H (2.1977, -2.3391, -4.1216)
H (2.4098, -4.6657, -1.3118)
H (3.3028, -3.9434, 0.0079)
H (1.5347, -3.9826, 0.0487)
H (3.8357, -1.9523, -2.6921)
C (0.4128, 6.2123, -7.5346)
C (-0.7442, 6.4846, -8.2524)
C (-1.8428, 5.6435, -8.1391)
C (-1.7852, 4.5351, -7.3045)
C (-0.6296, 4.2626, -6.5849)
C (0.4700, 5.1016, -6.7036)
H (1.2711, 6.8669, -7.6232)
H (-0.7897, 7.3521, -8.8993)
H (-2.7446, 5.8526, -8.7015)
H (-2.6426, 3.8805, -7.2126)
H (-0.5808, 3.4021, -5.9319)
H (1.3708, 4.8847, -6.1437)
C (10.2999, 4.9487, -1.0972)
C (10.5870, 3.7934, -0.3830)
C (9.7896, 2.6671, -0.5368)
C (8.7076, 2.6865, -1.4077)
C (8.4256, 3.8441, -2.1215)
C (9.2170, 4.9740, -1.9657)
H (10.9187, 5.8292, -0.9760)
H (11.4318, 3.7721, 0.2944)
H (10.0119, 1.7682, 0.0257)
H (8.0806, 1.8113, -1.5384)
H (7.5816, 3.8629, -2.8002)
H (8.9894, 5.8757, -2.5205)
C (-4.0412, -5.1905, 4.6710)
C (-2.9949, -4.8137, 3.8398)
C (-2.7562, -3.4691, 3.5899)
C (-3.5600, -2.5004, 4.1737)
C (-4.6052, -2.8764, 5.0065)
C (-4.8464, -4.2208, 5.2538)
H (-4.2306, -6.2391, 4.8636)
H (-2.3653, -5.5677, 3.3845)
H (-1.9456, -3.1726, 2.9376)
H (-3.3700, -1.4526, 3.9772)
H (-5.2311, -2.1209, 5.4653)
H (-5.6654, -4.5134, 5.8998)
C (-6.1067, 1.6395, 6.7906)
C (-6.4302, 1.9357, 8.1074)
C (-7.2413, 1.0749, 8.8342)
C (-7.7247, -0.0858, 8.2464)
C (-7.3998, -0.3830, 6.9302)
C (-6.5936, 0.4809, 6.2018)
H (-5.4751, 2.3105, 6.2231)
H (-6.0488, 2.8381, 8.5678)
H (-7.4961, 1.3085, 9.8600)
H (-8.3542, -0.7591, 8.8141)
H (-7.7753, -1.2896, 6.4716)
H (-6.3436, 0.2507, 5.1736)
C (-10.2563, -4.2933, 3.6773)
C (-8.9041, -4.0594, 3.8861)
C (-7.9582, -4.9323, 3.3670)
C (-8.3655, -6.0367, 2.6313)
C (-9.7174, -6.2703, 2.4199)
C (-10.6630, -5.4002, 2.9451)
H (-10.9933, -3.6121, 4.0836)
H (-8.5850, -3.1937, 4.4535)
H (-6.9045, -4.7489, 3.5327)
H (-7.6274, -6.7148, 2.2223)
H (-10.0346, -7.1306, 1.8443)
H (-11.7175, -5.5839, 2.7822)

Cartesian forces (eV/Å) of the 6 atoms listed first:
C 0.08 -0.10 -0.12
C 0.31 0.10 0.26
O -0.36 -0.25 0.05
C 0.02 0.16 -0.28
C 0.07 -0.11 0.01
O 0.14 -0.01 0.21

Its spin multiplicity is 1. The highest occupied orbital energy comes out at -5.50 eV. The total charge is -1. The value obtained for the largest force on an atom is 1.234 eV/Å. The energy is -3933.23614 a.u. The calculation puts the gap between HOMO and LUMO at 7.4 eV.

Löwdin population analysis, charges in e, atoms 1 to 4:
1 C -0.06
2 C -0.27
3 O -0.19
4 C -0.16